# 1
A molecular structure, C58H46BCrF7N2O26 in a non-equilibrium geometry. Source: the OMol25 dataset; level of theory: ωB97M-V/def2-TZVPD.

Properties
- calculated total energy (hartree) = -6071.86376
- ⟨S²⟩ = 3.79
- HOMO-LUMO gap (alpha / beta) (eV) = 7.26 / 7.38

```
! wB97M-V def2-TZVPD RIJCOSX def2/J DEFGRID3
* xyz -1 4
Cr 1.67 0.17 2.37
N 4.14 1.69 0.99
O 2.95 1.33 1.35
O 4.25 2.33 -0.04
O 5.08 1.34 1.67
N 4.22 -1.80 2.38
O 4.99 -1.20 3.11
O 4.55 -2.79 1.73
O 2.98 -1.43 2.33
C 0.24 0.05 -0.18
O 1.33 -0.85 -0.17
O 0.28 0.69 1.02
C 0.24 0.90 -1.48
F 1.42 0.84 -2.10
F -0.75 0.55 -2.29
F 0.08 2.22 -1.21
C 1.14 -1.99 -0.99
C 2.41 -2.86 -1.01
H 3.04 -2.52 -1.83
H 2.95 -2.80 -0.07
H 2.09 -3.89 -1.16
H 0.89 -1.76 -2.03
H 0.40 -2.67 -0.56
H -0.71 -0.51 -0.18
B 0.33 -0.77 3.70
H 1.44 -1.09 3.81
H -0.12 -1.16 2.67
H -0.31 -1.19 4.59
H 0.31 0.38 3.68
C -1.02 -4.14 1.78
C -0.38 -4.44 3.15
O 0.95 -4.80 2.87
C 1.12 -4.91 1.52
O 2.11 -5.32 1.00
O -0.01 -4.59 0.89
F -1.03 -5.47 3.77
H -1.21 -3.07 1.69
H -1.91 -4.72 1.58
H -0.41 -3.55 3.78
C -2.93 0.78 2.96
C -3.33 -0.04 1.73
O -4.73 0.08 1.82
C -5.08 0.11 3.13
O -6.18 -0.01 3.56
O -3.96 0.32 3.87
F -3.00 -1.35 1.88
H -3.12 1.85 2.87
H -1.97 0.49 3.36
H -2.95 0.33 0.78
C 2.55 4.01 -3.09
C 3.66 2.98 -3.02
O 4.74 3.66 -3.62
C 4.56 5.00 -3.39
O 5.43 5.79 -3.56
O 3.32 5.22 -2.93
F 3.29 1.90 -3.79
H 1.83 3.91 -2.29
H 2.01 4.02 -4.04
H 3.93 2.65 -2.02
C 5.51 -0.82 -2.48
C 6.77 -1.62 -2.75
O 7.63 -1.12 -1.75
C 6.87 -0.63 -0.73
O 7.29 -0.30 0.32
O 5.56 -0.63 -1.07
F 7.19 -1.41 -4.03
H 4.55 -1.30 -2.66
H 5.56 0.10 -3.07
H 6.66 -2.70 -2.67
C -4.14 1.82 -1.74
C -3.02 2.58 -1.42
C -3.00 3.12 -0.14
C -4.10 3.07 0.70
C -5.24 2.33 0.34
C -5.23 1.68 -0.90
C -6.37 2.19 1.27
O -7.28 1.41 1.05
C -6.33 3.00 2.52
C -7.44 2.95 3.36
C -7.53 3.75 4.48
C -6.45 4.56 4.83
C -5.31 4.57 4.04
C -5.25 3.82 2.88
C -4.04 3.77 2.01
O -3.00 4.27 2.39
H -4.23 1.40 -2.74
H -2.27 2.79 -2.16
H -2.08 3.59 0.17
H -6.07 1.05 -1.15
H -8.27 2.32 3.06
H -8.48 3.80 4.99
H -6.49 5.13 5.74
H -4.46 5.21 4.27
C -0.18 6.49 0.44
C 0.14 5.17 0.13
C 0.29 4.21 1.11
C 0.28 4.64 2.43
C 0.08 5.99 2.77
C -0.18 6.91 1.76
C 0.19 6.45 4.18
O 0.13 7.63 4.45
C 0.27 5.38 5.22
C 0.35 5.77 6.55
C 0.26 4.83 7.57
C 0.11 3.47 7.23
C 0.22 3.08 5.92
C 0.28 4.02 4.90
C 0.41 3.61 3.48
O 0.66 2.46 3.17
H -0.44 7.17 -0.35
H 0.08 4.90 -0.92
H 0.28 3.18 0.77
H -0.35 7.95 1.99
H 0.21 6.82 6.78
H 0.17 5.11 8.61
H -0.05 2.80 8.07
H 0.13 2.03 5.64
C 1.07 -6.71 -9.73
C 1.01 -8.09 -9.53
C 0.79 -8.55 -8.24
C 0.60 -7.69 -7.18
C 0.65 -6.30 -7.40
C 1.01 -5.83 -8.66
C 0.37 -5.28 -6.33
O 0.36 -4.09 -6.58
C 0.22 -5.81 -4.94
C 0.15 -4.91 -3.89
C 0.01 -5.37 -2.59
C 0.02 -6.75 -2.35
C 0.13 -7.64 -3.41
C 0.21 -7.18 -4.72
C 0.24 -8.18 -5.83
O 0.01 -9.35 -5.61
H 1.28 -6.42 -10.75
H 1.27 -8.81 -10.30
H 0.90 -9.59 -7.96
H 1.08 -4.77 -8.85
H 0.29 -3.85 -4.04
H -0.27 -4.72 -1.77
H -0.19 -7.14 -1.36
H 0.14 -8.70 -3.19
*
```


# 2
A molecular structure, C58H47FGeN2P3PdS3 in a non-equilibrium geometry. Source: the OMol25 dataset; level of theory: ωB97M-V/def2-TZVPD.

Properties
- calculated total energy (hartree) = -6871.09141
- HOMO-LUMO gap (alpha / beta) (eV) = 5.24 / 5.24

```
! wB97M-V def2-TZVPD RIJCOSX def2/J DEFGRID3
* xyz 1 1
Pd -0.10 0.20 0.07
F 1.67 -3.74 0.36
Ge 0.93 -2.14 -0.08
C -0.85 -3.04 -0.24
C -0.80 -4.41 -0.54
C -1.97 -5.15 -0.68
C -3.21 -4.55 -0.49
C -3.28 -3.20 -0.21
C -2.10 -2.44 -0.12
P -2.27 -0.68 0.23
C -3.15 -0.71 1.84
C -4.32 0.01 2.07
C -4.99 -0.11 3.29
C -4.51 -0.96 4.27
C -3.37 -1.71 4.02
C -2.70 -1.59 2.82
C -3.45 0.09 -0.88
C -4.00 -0.59 -1.96
C -4.98 0.02 -2.72
C -5.39 1.31 -2.44
C -4.81 2.01 -1.39
C -3.84 1.41 -0.62
C 2.21 -1.36 1.24
C 3.52 -1.82 1.08
C 4.53 -1.41 1.93
C 4.24 -0.56 3.00
C 2.95 -0.11 3.20
C 1.95 -0.48 2.29
P 0.26 0.11 2.53
C -0.10 -0.68 4.14
C -0.43 0.05 5.28
C -0.53 -0.60 6.50
C -0.29 -1.96 6.60
C 0.05 -2.69 5.46
C 0.15 -2.05 4.24
C 0.17 1.87 2.87
C 1.24 2.75 2.82
C 1.02 4.11 2.99
C -0.26 4.59 3.24
C -1.33 3.71 3.32
C -1.12 2.36 3.12
C 1.60 -2.11 -1.92
C 2.29 -3.23 -2.38
C 2.61 -3.36 -3.73
C 2.21 -2.40 -4.64
C 1.51 -1.28 -4.20
C 1.22 -1.12 -2.84
P 0.33 0.38 -2.30
C -1.08 0.37 -3.47
C -1.53 -0.87 -3.94
C -2.45 -0.94 -4.98
C -2.97 0.22 -5.52
C -2.57 1.45 -5.02
C -1.62 1.53 -4.02
C 1.31 1.81 -2.87
C 0.89 3.11 -2.57
C 1.62 4.20 -3.00
C 2.79 4.02 -3.73
C 3.22 2.73 -4.01
C 2.49 1.63 -3.59
H 0.15 -4.90 -0.64
H -1.91 -6.20 -0.91
H -4.12 -5.13 -0.57
H -4.25 -2.73 -0.06
H -4.74 0.65 1.32
H -5.90 0.46 3.45
H -5.03 -1.05 5.21
H -3.00 -2.40 4.77
H -1.85 -2.22 2.61
H -3.70 -1.60 -2.18
H -5.42 -0.52 -3.55
H -6.16 1.78 -3.04
H -5.11 3.03 -1.18
H -3.37 1.97 0.18
H 3.75 -2.53 0.28
H 5.54 -1.77 1.78
H 5.03 -0.26 3.68
H 2.72 0.52 4.05
H -0.61 1.11 5.22
H -0.78 -0.03 7.39
H -0.36 -2.46 7.56
H 0.25 -3.76 5.53
H 0.45 -2.62 3.37
H 2.24 2.38 2.63
H 1.85 4.81 2.93
H -0.43 5.65 3.37
H -2.33 4.08 3.51
H -1.96 1.67 3.15
H 2.57 -4.01 -1.68
H 3.16 -4.24 -4.07
H 2.43 -2.51 -5.69
H 1.18 -0.54 -4.92
H -1.12 -1.79 -3.53
H -2.75 -1.91 -5.36
H -3.68 0.17 -6.34
H -2.98 2.37 -5.43
H -1.28 2.50 -3.69
H 0.01 3.27 -1.98
H 1.27 5.20 -2.76
H 3.36 4.87 -4.07
H 4.14 2.57 -4.57
H 2.87 0.64 -3.79
S -2.39 4.45 -0.92
C -1.54 3.20 -0.31
N -0.90 2.33 0.15
S 2.87 1.42 -0.21
C 4.49 1.20 -0.41
N 5.45 1.95 0.16
C 6.82 1.46 0.05
C 6.86 0.65 -1.24
S 5.18 -0.03 -1.43
H 5.18 2.64 0.84
H 7.08 0.83 0.91
H 7.51 2.30 0.01
H 7.57 -0.17 -1.19
H 7.09 1.27 -2.11
*
```


# 3
A molecular structure, C58H48N7O5Ti in a non-equilibrium geometry. Source: the OMol25 dataset; level of theory: ωB97M-V/def2-TZVPD.

Properties
- calculated total energy (hartree) = -3848.09806
- HOMO-LUMO gap (eV) = 4.54

```
! wB97M-V def2-TZVPD RIJCOSX def2/J DEFGRID3
* xyz -1 1
Ti 0.15 0.86 0.60
O 0.82 -0.49 -0.39
C 1.37 -1.79 -0.40
C 2.91 -1.74 -0.19
C 3.40 -1.12 1.09
C 4.38 -1.75 1.85
C 4.96 -1.07 2.90
C 4.49 0.20 3.20
C 3.44 0.72 2.46
C 2.73 2.00 2.79
C 1.29 1.68 3.30
O 0.59 1.11 2.25
C 1.29 0.73 4.51
C 0.18 -0.08 4.71
C 0.11 -0.94 5.80
C 1.15 -0.98 6.72
C 2.25 -0.17 6.53
C 2.32 0.69 5.45
C 0.57 2.94 3.80
C -0.74 3.19 3.39
C -1.44 4.28 3.89
C -0.85 5.12 4.82
C 0.44 4.87 5.25
C 1.15 3.78 4.75
N 2.94 0.09 1.39
C 1.26 -2.52 -1.75
C 0.89 -1.89 -2.92
C 0.99 -2.55 -4.14
C 1.40 -3.87 -4.19
C 1.68 -4.54 -3.01
C 1.63 -3.87 -1.80
C 0.56 -2.65 0.59
C 0.97 -3.36 1.65
C 0.08 -3.84 2.70
C -1.18 -3.45 2.98
C -2.01 -2.47 2.22
C -0.85 -2.24 0.42
H 3.26 -1.11 -1.01
H 3.32 -2.74 -0.31
H 4.71 -2.75 1.59
H 5.77 -1.50 3.47
H 4.95 0.79 3.98
H 2.56 2.53 1.86
H 3.30 2.60 3.49
H -0.65 -0.02 4.01
H -0.76 -1.57 5.93
H 1.09 -1.63 7.58
H 3.08 -0.20 7.24
H 3.17 1.35 5.35
H -1.19 2.52 2.67
H -2.46 4.45 3.56
H -1.40 5.97 5.21
H 0.90 5.51 5.99
H 2.15 3.59 5.11
H 0.52 -0.88 -2.87
H 0.74 -2.03 -5.05
H 1.47 -4.39 -5.14
H 1.96 -5.59 -3.03
H 1.86 -4.39 -0.88
H 2.03 -3.57 1.79
H 0.52 -4.57 3.37
H -1.67 -3.94 3.82
H -2.93 -2.19 2.73
H -0.96 -1.70 -0.52
O -1.73 3.77 -1.68
C -1.13 3.36 -0.69
N -1.26 2.11 -0.13
C -2.45 1.39 -0.40
O -3.39 1.77 -1.10
C -2.44 0.08 0.25
C -3.33 -0.94 -0.22
C -3.27 -2.29 0.00
C -2.16 -2.98 0.74
C -1.11 -1.33 1.68
N -1.51 -0.04 1.25
C -0.21 4.33 -0.03
C -0.45 5.69 -0.29
C 0.36 6.65 0.27
C 1.41 6.22 1.08
C 1.56 4.87 1.29
N 0.79 3.92 0.75
H -4.12 -0.56 -0.85
H -4.07 -2.91 -0.39
H -2.19 -4.06 0.62
H -0.23 -1.20 2.31
H -1.28 5.94 -0.92
H 0.20 7.70 0.08
H 2.09 6.93 1.54
H 2.36 4.53 1.94
C -3.62 -4.69 -3.61
C -3.31 -3.44 -4.37
C -3.02 -3.46 -5.73
C -2.72 -2.30 -6.42
C -2.71 -1.07 -5.77
N -2.44 0.09 -6.53
C -2.60 1.40 -6.09
O -3.27 2.19 -6.73
N -1.99 1.74 -4.91
C -0.71 1.38 -4.42
C 0.37 1.00 -5.20
C 1.61 0.90 -4.58
C 1.73 1.19 -3.23
N 0.68 1.48 -2.46
C -0.50 1.54 -3.05
C -3.02 -1.03 -4.41
C -3.31 -2.20 -3.73
H -3.44 -5.58 -4.21
H -4.67 -4.70 -3.28
H -3.00 -4.75 -2.71
H -3.04 -4.41 -6.26
H -2.50 -2.34 -7.48
H -2.69 0.00 -7.50
H -2.40 2.53 -4.44
H 0.26 0.85 -6.27
H 2.48 0.63 -5.15
H 2.69 1.15 -2.73
H -1.36 1.79 -2.44
H -3.05 -0.10 -3.87
H -3.54 -2.15 -2.67
*
```


# 4
A molecular structure, C58H49F3KN2O5P2SSb. Source: the OMol25 dataset; level of theory: ωB97M-V/def2-TZVPD.

Properties
- calculated total energy (hartree) = -4946.10954
- HOMO-LUMO gap (eV) = 5.36

```
! wB97M-V def2-TZVPD RIJCOSX def2/J DEFGRID3
* xyz -2 1
K 0.87 0.39 0.60
O 6.83 -2.40 -0.24
C 5.60 -1.81 -0.09
C 5.42 -0.44 -0.24
C 4.14 0.06 -0.04
N 3.10 -0.72 0.24
C 3.28 -2.04 0.34
C 4.52 -2.64 0.19
C 2.00 -2.87 0.58
O 2.12 -4.10 0.65
O 0.94 -2.18 0.63
C 3.82 1.56 -0.18
O 4.56 2.23 -0.92
O 2.82 1.93 0.49
H 7.47 -1.70 -0.42
H 6.22 0.24 -0.50
H 4.62 -3.71 0.29
C -1.93 3.10 0.39
C -1.54 1.83 0.82
C -1.65 1.77 2.23
C -2.10 3.04 2.67
C -2.27 3.86 1.53
H -1.94 3.45 -0.64
H -1.22 1.02 0.20
H -1.52 0.88 2.84
H -2.32 3.32 3.69
H -2.58 4.89 1.54
C -2.45 -6.56 -4.61
S -0.88 -5.96 -5.24
C -0.71 -4.45 -4.27
C -0.47 -4.68 -2.79
C -0.07 -3.48 -1.94
N -1.19 -2.51 -1.71
P -0.59 -0.88 -2.15
C -0.28 -1.07 -3.95
C -1.28 -1.27 -4.91
C -0.96 -1.37 -6.25
C 0.37 -1.27 -6.66
C 1.37 -1.06 -5.73
C 1.04 -0.96 -4.37
C -2.10 0.23 -2.35
C -1.99 1.25 -3.32
C -2.99 2.19 -3.49
C -4.13 2.15 -2.70
C -4.23 1.19 -1.72
C -3.22 0.26 -1.53
P -1.83 -2.49 -0.05
C -1.56 -4.18 0.63
C -2.16 -5.34 0.13
C -1.96 -6.56 0.74
C -1.17 -6.64 1.89
C -0.60 -5.50 2.41
C -0.78 -4.27 1.78
C -3.63 -2.78 -0.40
C -4.12 -3.06 -1.67
C -5.48 -3.24 -1.88
C -6.37 -3.15 -0.82
C -5.89 -2.87 0.46
C -4.53 -2.68 0.66
H -2.67 -7.50 -5.11
H -3.26 -5.86 -4.82
H -2.41 -6.76 -3.53
H -1.61 -3.86 -4.43
H 0.11 -3.89 -4.73
H 0.33 -5.42 -2.67
H -1.36 -5.12 -2.35
H 0.79 -2.96 -2.36
H 0.29 -3.87 -0.98
H -2.31 -1.33 -4.59
H -1.74 -1.53 -6.98
H 0.62 -1.35 -7.71
H 2.41 -0.98 -6.03
H 1.82 -0.79 -3.64
H -1.11 1.31 -3.95
H -2.86 2.96 -4.25
H -4.91 2.89 -2.83
H -5.08 1.18 -1.04
H -3.32 -0.42 -0.70
H -2.83 -5.27 -0.72
H -2.43 -7.45 0.34
H -1.01 -7.60 2.37
H 0.02 -5.55 3.30
H -0.29 -3.39 2.16
H -3.42 -3.11 -2.49
H -5.85 -3.45 -2.88
H -7.43 -3.29 -0.98
H -6.57 -2.79 1.29
H -4.17 -2.44 1.65
F -1.08 8.62 5.46
C -0.59 7.57 4.75
C -0.28 6.40 5.40
C 0.22 5.34 4.65
C 0.41 5.43 3.27
C 0.07 6.64 2.66
C -0.43 7.72 3.38
Sb 1.16 3.85 1.95
C 3.02 4.99 1.77
C 3.73 4.96 0.57
C 4.93 5.66 0.41
C 5.40 6.39 1.47
F 6.58 7.07 1.33
C 4.75 6.44 2.69
C 3.56 5.74 2.82
C 1.94 2.62 3.58
C 3.31 2.39 3.73
C 3.81 1.58 4.74
C 2.92 1.00 5.61
F 3.40 0.21 6.61
C 1.56 1.17 5.49
C 1.08 1.98 4.47
H -0.43 6.33 6.47
H 0.47 4.42 5.17
H 0.18 6.76 1.59
H -0.70 8.65 2.91
H 3.39 4.33 -0.25
H 5.49 5.60 -0.51
H 5.17 7.03 3.50
H 3.04 5.79 3.77
H 4.01 2.84 3.03
H 4.87 1.40 4.85
H 0.89 0.67 6.18
H 0.00 2.10 4.35
*
```